A 3-piece molecular cluster, C20H23ClN5O12S overall at a distorted geometry, computed with the ωB97M-V functional and the def2-TZVPD basis.

Output
net charge: +1
E_HOMO: -11.98 eV
F_max: 7.1 eV/A

XYZ file:
```
62
Properties=species:S:1:pos:R:3:forces:R:3
C -3.0805 0.3198 3.7483 0.02 -1.04 -0.12
C -1.7224 -0.0754 2.9938 -0.52 -0.68 1.38
O -1.1198 1.0579 2.2445 -0.78 -1.62 0.08
N 0.0261 0.5249 1.7239 0.97 0.03 -0.79
C 0.0986 -0.1706 0.5798 1.14 -0.38 -0.62
N 1.4074 -0.6946 0.2188 -5.93 -1.01 -3.76
C 1.0535 -1.3954 -1.0155 0.08 2.29 3.29
N 2.0829 -2.1379 -1.7394 -2.15 0.49 1.70
C 3.4515 -1.5334 -1.5660 1.47 -0.03 0.15
C 2.2081 -3.5318 -1.1980 0.64 -4.69 -2.26
C 2.0513 -3.9438 0.3366 -0.26 -0.07 0.08
O 2.4954 -4.4472 -2.0134 -0.93 4.12 3.21
N -0.3531 -1.2158 -1.3139 3.04 -1.72 -2.20
C -1.0312 -1.8237 -2.5091 -0.32 0.39 0.49
S -1.0758 -3.6852 -2.1709 -1.86 -4.28 -3.89
O -0.2500 -4.3458 -3.2321 -1.46 2.23 3.05
O -2.4842 -4.1973 -2.0990 3.26 2.14 0.57
N -0.9729 -0.4633 -0.3362 3.29 0.57 2.67
Cl -2.6249 -0.0350 -0.3116 1.29 -0.43 -0.29
H -3.9147 -0.3763 3.3545 1.30 1.24 0.58
H -3.4240 1.3941 3.5918 0.75 -1.40 0.35
H -2.9405 0.0369 4.8536 -0.34 0.86 -1.64
H -1.9517 -0.9723 2.3137 0.57 1.49 0.61
H -0.8957 -0.4091 3.7304 -1.46 0.50 -1.02
H 0.8948 0.6625 2.2745 -0.73 -0.07 -0.62
H 3.5104 -0.4797 -2.0004 -0.30 -1.48 0.73
H 3.7640 -1.5764 -0.4537 -0.39 0.34 -1.85
H 4.1740 -2.2086 -2.1638 -1.31 1.11 0.92
H 1.3331 -3.2848 0.9339 1.14 -0.77 -0.84
H 3.0826 -3.9443 0.8415 -1.47 0.23 -0.81
H 1.6672 -5.0325 0.3820 0.68 1.82 -0.35
H -0.4964 -1.5785 -3.4901 -0.35 -0.69 1.61
H -2.1173 -1.4981 -2.6272 1.43 -0.32 0.56
H -0.5069 -3.9087 -0.8950 -0.23 0.79 -0.90
C 5.3097 2.0969 2.1895 0.07 0.11 0.00
C 4.7726 0.9007 1.9480 -0.92 0.53 0.27
C 5.6162 -0.2707 1.5774 0.79 -0.37 -0.14
O 5.0883 -1.3555 1.3819 -0.35 0.27 0.06
C 7.0617 -0.0667 1.4571 -0.52 -0.34 -0.03
C 7.6017 1.1319 1.6954 1.52 -0.32 -0.27
C 6.7606 2.2969 2.0928 -0.31 0.68 0.20
O 7.2870 3.3700 2.3201 0.07 -0.46 -0.15
O 8.9401 1.3364 1.5852 -1.50 0.37 0.28
O 3.4252 0.6973 2.0309 0.86 -0.50 -0.14
H 4.7082 2.9542 2.4614 0.04 -0.02 0.01
H 7.6603 -0.9208 1.1703 -0.01 0.03 0.03
H 9.0792 2.2781 1.8084 0.11 -0.13 -0.03
H 3.2914 -0.2466 1.8130 0.04 0.12 -0.08
C -6.2582 4.1815 -1.3648 -0.22 0.04 -0.04
C -5.1758 3.4028 -1.4041 0.68 0.79 0.60
C -5.1937 2.0807 -2.0933 -0.63 -0.48 -0.50
O -4.1753 1.4011 -2.1251 0.02 0.30 0.22
C -6.4484 1.6424 -2.7080 0.70 -0.12 0.17
C -7.5343 2.4197 -2.6665 -1.11 -0.92 -0.80
C -7.5091 3.7537 -2.0011 -0.05 0.79 0.38
O -8.5114 4.4434 -1.9980 0.16 -0.47 -0.16
O -8.7050 2.0250 -3.2299 1.02 0.94 0.79
O -4.0069 3.7858 -0.8154 -0.65 -0.86 -0.60
H -6.2577 5.1436 -0.8700 0.01 -0.03 -0.03
H -6.4524 0.6735 -3.1893 -0.02 0.04 -0.01
H -9.3322 2.7575 -3.0677 -0.01 -0.13 -0.08
H -3.3804 3.0568 -0.9842 -0.05 0.21 -0.01
```
Forces are in eV/Å.